Formula: C4H3N4
Source: OMol25
Level of theory: ωB97M-V with the def2-TZVPD basis set

Each line ends with the natural charge from an NBO analysis.
Positions of all 11 atoms, in Å:
1 C -0.37 3.13 2.25  -0.24
2 C -0.01 2.01 2.00  -0.09
3 C -0.25 -1.06 -1.98  0.31
4 C 0.37 0.79 1.42  -0.38
5 N -1.25 -1.81 -2.11  -0.47
6 N 0.99 -1.65 -1.93  -0.49
7 N -0.63 -3.02 -2.20  -0.19
8 N 0.64 -2.92 -2.09  -0.15
9 H -0.66 4.13 2.66  0.24
10 H -0.14 -0.12 1.12  0.24
11 H 1.31 0.53 0.87  0.23

As for the relative energy (zero: lowest compared OMol25 entry of this formula, charge and spin): 218.14 kJ/mol. Its LUMO energy (spin up / spin down) is 2.0314 / 3.2413 eV. Its charge is -1. The HOMO energy (spin up / spin down) comes out at -4.9 / -4.8 eV.


Formula: C4H3N5
Source: OMol25
Level of theory: ωB97M-V with the def2-TZVPD basis set

Each line ends with the natural charge from an NBO analysis.
Positions of all 12 atoms, in Å:
1 C -1.43 0.09 -0.15  -0.63
2 C 0.01 -0.24 0.33  -0.09
3 C 0.22 -1.60 -0.17  0.26
4 N 0.45 -2.60 -0.69  -0.27
5 N 0.42 -0.15 1.72  -0.09
6 N 1.38 0.70 1.59  -0.07
7 C 1.10 0.79 -0.01  0.17
8 N 2.02 0.97 -1.10  0.00
9 N 1.16 1.86 -0.91  -0.04
10 H -1.92 0.72 0.54  0.25
11 H -2.10 -0.75 0.13  0.24
12 H -1.31 0.21 -1.29  0.25

As for the structure (SMILES): C[C@]1(C#N)N=NC12N=N2. As for the relative energy (zero: lowest compared OMol25 entry of this formula, charge and spin): 323.30 kJ/mol. Its LUMO energy is -0.8804 eV. Its charge is 0. The HOMO energy comes out at -10.8 eV.


Formula: C4H3N5O5S
Source: OMol25
Level of theory: ωB97M-V with the def2-TZVPD basis set

Each line ends with the natural charge from an NBO analysis.
Positions of all 18 atoms, in Å:
1 N -0.54 1.12 1.38  -0.82
2 C 0.60 0.46 1.27  0.90
3 O 1.29 -0.08 2.01  -0.53
4 O 0.92 0.45 -0.23  -0.37
5 N 2.16 0.41 -0.51  0.25
6 N 2.96 1.44 -0.36  -0.43
7 C 4.23 1.14 -0.29  0.24
8 S 5.58 1.94 -0.21  -0.03
9 O 4.28 -0.49 -0.20  -0.51
10 C 3.10 -0.98 -0.51  0.66
11 N 2.61 -2.09 0.13  -0.58
12 C 2.34 -2.81 1.01  0.93
13 O 2.00 -3.50 1.88  -0.48
14 N 2.46 -0.45 -1.67  -0.02
15 O 1.21 -1.01 -2.18  -0.56
16 H -1.14 1.24 2.16  0.42
17 H -1.01 1.54 0.60  0.42
18 H 1.16 -1.04 -3.13  0.50

As for the structure (SMILES): NC(=O)O[N@@+]12N=C([S-])O[C@]1(N=C=O)N2O. As for the relative energy (zero: lowest compared OMol25 entry of this formula, charge and spin): 0.00 kJ/mol. Its LUMO energy is 0.1501 eV. Its charge is 0. The HOMO energy comes out at -8.3 eV.


Formula: C4H3NO
Source: OMol25
Level of theory: ωB97M-V with the def2-TZVPD basis set

Each line ends with the natural charge from an NBO analysis.
Positions of all 9 atoms, in Å:
1 C -0.70 0.72 -0.80  -0.25
2 C -0.88 -0.02 0.26  -0.33
3 C 0.24 -0.63 0.92  0.50
4 O 0.23 -1.34 1.88  -0.45
5 C 1.49 -0.31 0.04  0.14
6 N 2.41 -0.35 -0.68  -0.28
7 H 0.36 0.69 -1.30  0.23
8 H -1.41 1.35 -1.17  0.21
9 H -1.74 -0.10 0.84  0.23

As for the structure (SMILES): C=CC(=O)C#N. As for the relative energy (zero: lowest compared OMol25 entry of this formula, charge and spin): 80.44 kJ/mol. Its LUMO energy is -0.8169 eV. Its charge is 0. The HOMO energy comes out at -11.4 eV.


> Look up the charge of the fourth one.

0


> Which of these has the lowest relative energy (zero: lowest compared OMol25 entry of this formula, charge and spin)?

C4H3N5O5S